# 1
This record from the OMol25 dataset describes 2 unconnected molecules or ions with the total composition C2H5BrClN at a distorted geometry. The level of theory is the ωB97M-V functional and the def2-TZVPD basis.

Its HOMO energy (spin up / spin down) is -7.26 / -8.23 eV. For the energy above the lowest of the compared OMol25 structures with the same formula, charge and spin, the calculation gives 5.243 eV. The calculation puts the orbital gap (spin up / spin down) at 6.8 / 8.1 eV.

The geometry in ORCA input format:
```
! wB97M-V def2-TZVPD RIJCOSX def2/J DEFGRID3
* xyz 0 1
H 0.83 -1.34 -1.24
C -0.94 0.70 -0.31
H -1.61 0.50 -1.07
H -0.31 1.57 -0.51
Cl -1.77 -1.26 1.45
N -1.16 0.37 0.95
H -0.46 0.71 1.59
C 1.40 -0.46 -0.81
Br 1.61 -0.60 1.09
H 2.42 -0.20 -1.14
*
```

---

# 2
This record from the OMol25 dataset describes C2H2Cl2Si in the gas phase at a distorted geometry. The level of theory is the ωB97M-V functional and the def2-TZVPD basis.

Its HOMO energy is -10.16 eV. For the energy above the lowest of the compared OMol25 structures with the same formula, charge and spin, the calculation gives 1.301 eV. The structure (SMILES) is C#C[SiH](Cl)Cl. The calculation puts the orbital gap at 10.3 eV.

The geometry in ORCA input format:
```
! wB97M-V def2-TZVPD RIJCOSX def2/J DEFGRID3
* xyz 0 1
C 1.87 -0.29 0.97
Cl -2.16 -1.60 -0.08
C 0.68 -0.19 0.32
H 2.86 0.05 0.94
H -0.57 0.29 -1.83
Si -1.00 -0.04 -0.50
Cl -1.67 1.78 0.18
*
```

---

# 3
This record from the OMol25 dataset describes a molecular structure, C6H10O at a distorted geometry. The level of theory is the ωB97M-V functional and the def2-TZVPD basis.

Its HOMO energy (spin up / spin down) is -8.90 / -7.09 eV. For the energy above the lowest of the compared OMol25 structures with the same formula, charge and spin, the calculation gives 6.398 eV. The calculation puts the orbital gap (spin up / spin down) at 9.8 / 6.9 eV.

The geometry in ORCA input format:
```
! wB97M-V def2-TZVPD RIJCOSX def2/J DEFGRID3
* xyz 0 1
H -2.10 -0.79 -1.36
H 3.02 -0.83 0.79
C 1.58 -0.28 -0.83
H 2.32 0.30 -1.38
H -2.15 1.37 0.80
H 1.55 1.19 0.82
C -1.80 -0.34 -0.43
C 2.00 -0.95 0.45
C -0.35 0.16 0.89
H 1.55 -1.91 0.68
H 0.87 -0.81 -1.46
H -0.46 0.21 1.97
O -1.02 -1.08 0.41
H -1.44 1.66 -0.77
H -3.22 0.90 -1.14
C -1.43 0.96 0.09
C 1.10 0.25 0.48
*
```

---

# 4
This record from the OMol25 dataset describes 6 unconnected molecules or ions with the total composition C4H19NO8 at a distorted geometry. The level of theory is the ωB97M-V functional and the def2-TZVPD basis.

Its HOMO energy is -9.63 eV. For the energy above the lowest of the compared OMol25 structures with the same formula, charge and spin, the calculation gives 3.728 eV. The structure (SMILES) is N[C@H](CCO)C(=O)O.O.O.O.O.O. The calculation puts the orbital gap at 9.9 eV.

The geometry in ORCA input format:
```
! wB97M-V def2-TZVPD RIJCOSX def2/J DEFGRID3
* xyz 0 1
H 0.99 -4.03 1.24
C -1.62 1.03 2.03
O -2.65 0.98 1.14
H 2.26 0.26 -0.46
H -3.43 1.32 1.60
C -0.30 0.84 1.30
O -2.41 -2.67 1.14
O 0.88 1.97 -3.12
O -1.87 1.20 3.13
H 3.55 2.30 -0.50
O -1.16 -2.87 -1.51
H 0.61 2.02 -0.41
O 3.25 1.87 -1.20
H 0.33 1.77 3.08
H -1.05 1.67 -0.44
H -0.28 -3.75 0.60
H 3.12 2.15 -2.04
H -3.09 -2.96 0.40
H 0.96 2.51 1.81
H -2.46 -1.64 0.97
H -1.39 -3.40 -0.77
H -0.15 -2.84 -1.55
C 0.34 0.01 -0.97
O 1.73 0.08 -1.22
O 0.64 -3.76 0.31
H 1.31 1.46 -2.52
C -0.11 1.20 -0.18
H 0.00 -0.92 -0.39
N 0.72 1.65 2.14
H 1.28 2.82 -3.09
H 0.11 -0.24 1.46
H -0.08 -0.03 -1.99
*
```